Formula: C27H31GeN5OPm
Source: OMol25
Level of theory: the ωB97M-V functional and the def2-TZVPD basis

Each line ends with the Löwdin spin population.
Element x y z (Å)
Pm (-0.150, 0.290, -0.043)  4.06
C (4.055, -2.692, 1.952)  0.02
C (4.072, -1.615, 2.833)  0.00
C (2.973, -0.784, 2.961)  0.02
C (1.827, -1.032, 2.197)  0.01
C (1.839, -2.086, 1.280)  0.02
C (2.936, -2.921, 1.164)  0.00
N (0.691, -0.213, 2.195)  0.14
C (0.148, 0.336, 3.296)  0.05
C (0.514, 0.027, 4.633)  0.04
C (-0.104, 0.655, 5.683)  0.02
C (-1.105, 1.602, 5.439)  0.08
C (-1.520, 1.898, 4.148)  -0.02
C (-0.925, 1.266, 3.071)  0.06
N (-1.299, 1.454, 1.739)  -0.06
N (-2.323, 2.284, 1.575)  -0.22
C (-2.701, 2.419, 0.272)  -0.01
C (-3.749, 3.314, -0.015)  -0.04
C (-4.148, 3.486, -1.315)  -0.01
C (-3.508, 2.770, -2.335)  -0.05
C (-2.496, 1.910, -1.983)  -0.01
N (-2.092, 1.721, -0.717)  -0.05
H (4.920, -3.335, 1.870)  0.00
H (4.956, -1.414, 3.423)  0.00
H (3.015, 0.077, 3.614)  0.00
H (0.957, -2.274, 0.668)  0.00
H (2.922, -3.738, 0.456)  0.00
H (1.265, -0.729, 4.815)  0.00
H (0.174, 0.413, 6.699)  0.00
H (-1.578, 2.099, 6.275)  0.00
H (-2.306, 2.613, 3.960)  0.00
H (-4.208, 3.849, 0.802)  0.00
H (-4.947, 4.175, -1.550)  0.00
H (-3.788, 2.883, -3.371)  0.00
H (-1.970, 1.339, -2.742)  0.00
O (-1.821, -1.407, 1.066)  0.00
C (-2.621, -2.385, 0.425)  0.00
C (-2.345, -2.339, -1.053)  0.00
C (-3.101, -3.132, -1.909)  0.00
C (-2.831, -3.111, -3.262)  0.00
C (-1.807, -2.298, -3.732)  0.00
C (-1.107, -1.542, -2.817)  0.00
N (-1.364, -1.550, -1.499)  -0.01
H (-2.008, -1.368, 2.008)  0.00
H (-3.683, -2.192, 0.604)  0.00
H (-2.385, -3.384, 0.805)  0.00
H (-3.889, -3.755, -1.509)  0.00
H (-3.408, -3.719, -3.945)  0.00
H (-1.556, -2.252, -4.781)  0.00
H (-0.293, -0.903, -3.144)  0.00
C (4.341, 1.663, -2.683)  0.00
Ge (2.527, 1.036, -2.350)  0.00
C (1.453, 1.374, -3.962)  0.00
C (2.611, -0.926, -2.100)  0.00
C (1.613, 1.775, -0.819)  -0.02
H (4.753, 1.189, -3.574)  0.00
H (4.993, 1.436, -1.840)  0.00
H (4.344, 2.742, -2.832)  0.00
H (1.954, 0.997, -4.853)  0.00
H (1.298, 2.445, -4.089)  0.00
H (0.465, 0.911, -3.919)  0.00
H (3.047, -1.425, -2.966)  0.00
H (1.626, -1.393, -1.955)  0.00
H (3.216, -1.177, -1.227)  0.00
H (1.302, 2.800, -1.051)  0.00
H (2.330, 1.846, 0.015)  0.00

Results
Spin multiplicity: 5
Expectation value of S²: 6.40
Total charge: +1
Lowest unoccupied orbital energy (spin up / spin down), eV: -3.953 / -4.391
Molecular weight, g mol⁻¹: 659.189
Calculated total energy, hartree: -4081.5924
HOMO level (spin up / spin down), eV: -10.03 / -9.71
F_max, eV Å⁻¹: 2.48

---

Formula: C32H21F6N6O7PbS3
Source: OMol25
Level of theory: the ωB97M-V functional and the def2-TZVPD basis

Each line ends with the Mulliken charge.
Element x y z (Å)
Pb (-0.015, -0.459, -0.398)  1.01
F (2.897, 4.905, 0.389)  -0.22
C (1.574, 5.123, 0.413)  0.38
F (1.217, 5.596, -0.779)  -0.23
F (1.331, 6.060, 1.325)  -0.23
S (0.724, 3.535, 0.809)  1.41
O (1.069, 2.655, -0.279)  -0.63
O (1.228, 3.195, 2.107)  -0.67
N (-0.740, 4.081, 0.790)  -0.51
S (-2.051, 3.355, 0.377)  1.10
O (-1.869, 2.002, -0.079)  -0.50
O (-3.124, 3.660, 1.265)  -0.70
C (-2.477, 4.267, -1.166)  0.51
F (-1.529, 4.133, -2.093)  -0.22
F (-2.651, 5.570, -0.937)  -0.23
F (-3.620, 3.780, -1.669)  -0.23
C (-4.578, -1.734, 0.152)  -0.84
C (-4.517, -3.103, 0.352)  -0.37
C (-3.295, -3.748, 0.322)  -0.77
C (-2.134, -3.010, 0.087)  0.98
N (-2.218, -1.690, -0.124)  0.08
C (-3.392, -1.065, -0.083)  -0.27
C (-0.762, -3.595, 0.091)  0.53
C (-0.599, -4.978, 0.216)  -0.89
C (0.666, -5.536, 0.279)  -0.60
C (1.778, -4.707, 0.233)  -0.98
C (1.611, -3.335, 0.100)  0.25
C (0.351, -2.743, 0.010)  -0.54
H (-5.510, -1.189, 0.195)  0.43
H (-5.420, -3.670, 0.545)  0.41
H (-3.245, -4.812, 0.497)  0.31
H (-3.362, 0.009, -0.225)  0.44
H (-1.456, -5.637, 0.267)  0.25
H (0.780, -6.609, 0.376)  0.38
H (2.775, -5.127, 0.306)  0.40
H (2.496, -2.711, 0.100)  0.42
O (2.003, -1.215, 2.313)  -0.65
C (0.968, -0.737, 2.751)  0.23
N (-0.038, -0.215, 2.003)  0.15
S (-1.268, 0.392, 2.900)  1.16
O (-1.332, 1.815, 2.793)  -0.59
O (-2.475, -0.363, 2.678)  -0.68
C (-0.557, -0.058, 4.454)  0.30
C (-1.050, 0.157, 5.726)  -0.77
C (-0.268, -0.281, 6.787)  -0.53
C (0.959, -0.905, 6.566)  -0.51
C (1.439, -1.097, 5.278)  -0.46
C (0.660, -0.656, 4.223)  -0.07
H (-2.001, 0.646, 5.886)  0.49
H (-0.612, -0.132, 7.803)  0.39
H (1.541, -1.242, 7.414)  0.39
H (2.392, -1.572, 5.083)  0.52
N (7.581, 0.832, 0.871)  0.06
C (8.937, 0.709, 0.662)  0.68
C (10.044, 1.098, 1.409)  -1.03
C (11.284, 0.786, 0.886)  -0.39
C (11.416, 0.110, -0.338)  -0.47
C (10.310, -0.274, -1.070)  -0.73
C (9.049, 0.028, -0.558)  0.55
N (7.795, -0.252, -1.067)  -0.69
C (6.956, 0.239, -0.196)  -0.06
C (5.493, 0.164, -0.299)  1.31
C (4.656, 0.854, 0.569)  -1.03
C (3.284, 0.711, 0.441)  -0.66
N (2.733, -0.060, -0.489)  0.26
C (3.533, -0.703, -1.335)  -0.80
C (4.913, -0.628, -1.284)  -0.56
H (7.128, 1.251, 1.663)  0.15
H (9.945, 1.619, 2.352)  0.38
H (12.175, 1.067, 1.432)  0.37
H (12.407, -0.115, -0.709)  0.37
H (10.406, -0.794, -2.014)  0.42
H (5.032, 1.514, 1.340)  0.29
H (2.608, 1.246, 1.095)  0.58
H (3.045, -1.318, -2.084)  0.45
H (5.532, -1.172, -1.982)  0.50

Results
Energy above the lowest of the compared OMol25 structures with the same formula, charge and spin, kcal per mole: 20.4
Total charge: -1
Lowest unoccupied orbital energy, eV: 1.841
Molecular weight, g mol⁻¹: 1018.944
Calculated total energy, hartree: -4074.0237
HOMO level, eV: -5.67
F_max, eV Å⁻¹: 0.53

---

Formula: C2H4N2S
Source: OMol25
Level of theory: the ωB97M-V functional and the def2-TZVPD basis

Each line ends with the Mulliken charge.
Element x y z (Å)
C (-1.046, 0.607, -0.153)  -0.71
N (0.095, -0.175, 0.380)  -0.14
S (0.018, -1.855, -0.061)  -0.11
C (1.650, 0.382, -0.200)  0.26
N (2.668, 0.922, -0.228)  -0.37
H (-0.823, 1.101, -1.103)  0.27
H (-1.781, -0.140, -0.293)  0.34
H (-1.355, 1.296, 0.556)  0.28
H (0.574, -2.137, 1.103)  0.18

Results
Energy above the lowest of the compared OMol25 structures with the same formula, charge and spin, kcal per mole: 69.3
Lowest unoccupied orbital energy, eV: -0.105
Molecular weight, g mol⁻¹: 88.135
Calculated total energy, hartree: -586.1840
HOMO level, eV: -9.77
SMILES string: CN(S)C#N
F_max, eV Å⁻¹: 5.08